This record from the OMol25 dataset describes a cluster of 6 separate species, C51H73ClF40N2O11PS in total in a non-equilibrium geometry. The level of theory is the ωB97M-V functional and the def2-TZVPD basis.

The geometry in XYZ format:
```
180
Properties=species:S:1:pos:R:3:forces:R:3:mulliken_charge:R:1
C 8.49573 -5.78687 0.55712 -0.10 0.63 0.39 -1.071
C 8.11001 -4.53829 1.36338 0.15 -0.42 -0.53 -0.244
O 8.44506 -3.37013 0.61892 -0.28 0.16 0.35 -0.481
C 7.28588 -2.61840 0.27308 0.82 -0.55 -0.41 -0.112
C 7.70431 -1.47604 -0.62221 -0.06 0.55 0.57 -0.911
C 6.69770 -0.32951 -0.66904 -0.30 -0.21 0.00 -1.101
C 5.24473 -0.77803 -0.98285 0.98 0.42 0.11 -0.677
C 4.40828 -0.70710 0.28924 0.18 -0.18 -0.55 -1.576
C 3.06779 -1.45203 0.31411 -0.16 0.46 0.35 2.164
C 2.64956 -1.55038 1.80603 -0.25 -0.97 -0.31 -2.334
N 1.39707 -0.86216 2.20640 -1.41 1.48 0.33 1.556
C 1.78696 0.55877 2.69012 0.21 -0.51 0.67 -0.917
C 2.29421 0.69224 4.12191 0.42 1.21 -0.47 -0.791
C 3.11285 2.00471 4.18732 0.44 -0.42 0.88 -0.136
C 4.26229 1.84881 5.18303 0.60 0.09 -0.45 -1.142
N 5.27921 0.86762 4.77607 -0.36 -0.47 0.09 -0.584
P 0.67378 -1.67044 3.73968 1.83 -0.85 1.68 -0.056
C -0.09687 -3.21849 3.18647 -0.89 0.89 -0.69 -0.849
O -0.58920 -0.71966 4.09710 -0.24 -0.42 -0.57 -0.494
C 0.33710 -0.73098 1.15958 -0.19 -0.63 -1.17 -2.532
C 0.59153 -1.44166 -0.20582 0.09 -0.36 0.80 -0.093
C 0.42832 -2.95185 0.05412 0.20 -0.52 -0.20 -0.510
S 0.61232 -4.14360 -1.30641 -0.25 -0.12 -0.19 -0.230
C 1.64121 -5.44694 -0.58184 0.92 0.66 0.16 0.668
C 3.13934 -5.11339 -0.58733 -0.30 0.03 -0.16 -1.395
O -0.55181 -0.99385 -0.88123 0.68 0.49 -0.33 -0.350
C -0.74964 -1.28407 -2.25442 -1.42 -0.32 -0.42 -0.112
C -2.14288 -1.94480 -2.45217 0.09 -0.40 0.34 0.444
C -3.12978 -1.05101 -3.17606 0.16 -0.54 0.31 -1.603
O -2.64426 -2.35412 -1.17651 -0.11 0.14 0.04 -0.531
C 1.96922 -0.93796 -0.67626 0.71 0.20 -0.03 2.972
Cl 2.48549 -1.61922 -2.27178 -0.22 0.02 -0.09 -0.101
C 2.09230 0.59078 -0.82715 -0.43 0.00 -0.60 -0.388
C 1.04989 1.36043 -1.62979 0.34 0.91 0.15 -1.558
O 1.13910 1.07970 -3.02780 0.22 0.49 -0.57 -0.199
C 1.80698 2.07161 -3.73003 3.46 -1.29 -1.01 -0.001
O 2.95889 1.90752 -4.15939 -3.88 0.54 1.38 -0.482
H 7.74055 -6.55506 0.67449 0.09 -0.34 0.06 0.293
H 8.54018 -5.49204 -0.48292 0.00 -0.09 -0.30 0.324
H 9.47508 -6.13230 0.86240 0.12 -0.30 -0.08 0.315
H 8.61593 -4.52240 2.32504 0.15 0.15 0.11 0.435
H 7.04156 -4.57815 1.56635 -0.23 0.22 0.04 0.156
H 6.82243 -2.27780 1.20000 -0.30 0.13 0.04 0.314
H 6.63448 -3.28731 -0.29598 -0.51 -0.01 0.26 0.280
H 7.89519 -1.83164 -1.62766 0.14 -0.18 -0.17 0.218
H 8.62957 -1.08652 -0.20594 0.28 0.02 -0.15 0.427
H 7.03991 0.39611 -1.39793 0.02 0.11 -0.22 0.363
H 6.69467 0.20382 0.28074 0.10 0.04 0.24 0.357
H 5.29168 -1.79315 -1.36387 -0.29 -0.15 -0.17 0.287
H 4.88822 -0.13085 -1.77474 -0.43 -0.09 -0.13 0.725
H 5.02162 -1.16126 1.06198 0.04 -0.18 0.24 0.104
H 4.33039 0.33833 0.58406 -0.28 0.20 0.08 0.219
H 3.27594 -2.46683 0.00148 0.00 -0.25 -0.04 -0.182
H 3.45159 -1.19999 2.43828 0.03 0.36 0.25 0.900
H 2.54491 -2.59845 2.07714 -0.11 -0.20 -0.02 0.299
H 2.62314 0.83367 2.06846 -0.08 0.19 -0.52 -0.222
H 0.94582 1.22912 2.57748 -0.18 -0.01 -0.35 0.704
H 2.97582 -0.09282 4.42097 -0.15 -0.43 0.02 0.538
H 1.49279 0.83837 4.83210 -0.28 -0.56 0.23 0.658
H 3.58309 2.25599 3.23739 -0.21 0.16 -0.25 0.451
H 2.51775 2.83298 4.55661 -0.27 0.20 -0.39 -0.286
H 3.89521 1.60856 6.17497 -0.07 -0.11 0.18 0.416
H 4.78102 2.79917 5.25535 -0.11 0.32 0.14 0.432
H 5.13454 -0.02476 5.23173 0.11 0.02 0.12 0.340
H 5.22663 0.66868 3.78248 0.15 0.22 -0.06 0.172
H 0.58202 -3.93318 2.74355 0.22 -0.16 0.20 0.046
H -0.59097 -3.63784 4.05687 0.23 -0.16 0.38 0.559
H -0.89611 -3.01007 2.47384 -0.08 -0.18 -0.16 0.439
H -1.40947 -1.23632 4.07068 -0.19 0.43 -0.14 0.366
H 0.10358 0.29116 0.90214 0.35 0.39 0.26 0.253
H -0.60178 -1.14583 1.50415 -0.12 -0.04 0.28 1.162
H 1.05449 -3.32908 0.85352 0.36 0.16 -0.02 -0.920
H -0.58834 -3.06322 0.40958 -0.29 0.11 -0.07 1.107
H 1.35020 -5.61601 0.44581 -0.39 -0.27 -0.04 -0.425
H 1.49143 -6.34249 -1.16911 -0.43 -0.13 -0.10 0.381
H 3.71984 -6.02568 -0.66254 0.19 -0.17 0.15 0.728
H 3.41291 -4.59841 0.32910 0.20 0.08 0.18 0.182
H 3.40096 -4.48062 -1.42920 0.05 0.06 -0.16 0.299
H -0.02678 -1.92764 -2.73576 0.49 0.00 0.44 0.277
H -0.77857 -0.35256 -2.80588 0.29 0.29 -0.03 0.321
H -1.99964 -2.86418 -3.02072 0.13 0.00 -0.35 -0.042
H -3.47034 -0.27763 -2.49435 0.04 0.34 -0.10 0.353
H -2.66886 -0.65298 -4.07345 -0.06 0.26 -0.13 0.419
H -3.98182 -1.65532 -3.47039 -0.27 0.04 -0.14 0.496
H -3.51498 -2.73338 -1.33937 0.04 -0.05 0.08 0.391
H 2.20701 1.11482 0.11789 -0.13 -0.17 0.26 -0.329
H 3.00985 0.76237 -1.37483 0.37 0.01 0.06 0.334
H 0.03202 1.28039 -1.26795 -0.20 -0.40 -0.20 0.113
H 1.31824 2.41321 -1.50723 -0.05 0.16 0.22 0.825
H 1.22466 2.98956 -3.89908 0.05 -0.11 0.13 0.429
C -0.46949 6.33939 3.54287 -0.16 0.06 -0.17 -0.897
C 0.34381 5.24622 4.26905 0.40 0.64 -0.39 1.059
C 0.06467 5.05277 5.76514 -0.09 -0.33 0.27 0.063
F 0.36386 6.15187 6.47036 0.02 0.23 -0.15 -0.223
F 0.83834 4.04794 6.25493 0.01 -0.12 -0.29 -0.231
F 1.65916 5.45473 4.04839 0.06 -0.07 0.24 -0.316
F 0.03803 4.06420 3.64643 -0.24 -0.14 0.24 -0.279
O 0.17994 7.58941 3.32303 0.29 -0.18 0.50 -0.397
C 0.16049 8.61018 4.25766 -0.47 -0.36 -0.33 0.813
C 1.57309 8.97257 4.72624 0.27 0.15 0.03 0.203
F 2.16065 7.91515 5.31919 -0.10 -0.10 0.02 -0.219
F 1.49399 9.97296 5.62691 -0.08 -0.01 -0.03 -0.269
F -0.66228 8.33396 5.28057 0.12 -0.05 0.08 -0.302
F -0.34412 9.70109 3.63689 0.07 0.07 -0.03 -0.278
H -0.63167 5.94934 2.54092 0.10 -0.02 -0.03 0.493
H -1.46065 6.45634 3.97272 0.06 0.06 0.30 0.355
H -0.98372 4.79088 5.93350 -0.01 0.00 -0.08 0.286
H 2.18472 9.29042 3.87928 -0.08 0.01 -0.04 0.258
C -4.77026 10.87024 0.78701 -0.33 0.34 0.42 -0.783
C -4.36358 10.79732 -0.69881 0.57 -0.13 0.33 0.894
C -5.05830 9.75809 -1.58129 -0.17 0.06 -0.37 0.232
F -4.79826 8.49947 -1.17696 0.11 -0.04 0.29 -0.218
F -4.59789 9.87102 -2.85206 0.05 0.11 0.07 -0.317
F -3.02176 10.66275 -0.79045 -0.02 -0.12 -0.03 -0.273
F -4.67957 12.00674 -1.23747 -0.22 -0.01 -0.02 -0.322
O -3.92037 10.24859 1.74818 0.23 -0.45 -0.54 -0.345
C -4.05754 8.93436 2.12054 -0.49 0.64 0.03 0.748
C -2.79111 8.13549 1.81069 0.15 -0.17 -0.15 0.708
F -2.52644 8.12258 0.49343 -0.16 0.01 -0.11 -0.260
F -2.97232 6.83926 2.20516 -0.15 0.17 -0.02 -0.297
F -5.15568 8.36205 1.59712 0.12 -0.06 -0.15 -0.292
F -4.21070 8.91202 3.46579 0.09 -0.10 0.05 -0.307
H -4.70140 11.92758 1.03681 0.10 0.01 -0.04 0.409
H -5.81540 10.60152 0.93696 0.01 -0.26 -0.14 0.342
H -6.13573 9.91686 -1.59367 -0.01 0.06 0.08 0.175
H -1.93692 8.55834 2.33091 0.01 0.08 0.14 -0.182
C -8.26229 6.83790 -4.41257 0.59 -0.12 0.09 -0.709
C -9.48199 6.67453 -5.34246 -0.19 -0.13 0.59 0.870
C -9.94531 7.89254 -6.14903 -0.05 0.04 -0.36 0.102
F -10.35895 8.89220 -5.34949 0.10 0.01 0.29 -0.222
F -10.99228 7.53054 -6.92288 0.04 -0.10 0.02 -0.263
F -10.51483 6.16356 -4.64062 -0.06 0.12 0.00 -0.271
F -9.12550 5.73712 -6.26556 0.15 0.10 -0.14 -0.328
O -8.49808 7.01360 -3.01702 -0.69 0.25 -0.15 -0.350
C -8.67691 8.24921 -2.44299 0.60 -0.41 -0.55 0.780
C -10.04441 8.37602 -1.76623 -0.21 -0.02 0.22 0.192
F -11.03336 8.23235 -2.66261 0.05 0.02 -0.18 -0.227
F -10.14792 9.60614 -1.21258 0.10 -0.01 -0.01 -0.253
F -8.44408 9.24718 -3.31358 -0.21 0.05 0.00 -0.289
F -7.73550 8.36873 -1.46844 -0.16 -0.02 0.16 -0.295
H -7.75254 5.87727 -4.46181 -0.09 -0.05 0.02 0.410
H -7.55007 7.56686 -4.79758 -0.19 0.23 -0.04 0.335
H -9.14414 8.25672 -6.79827 0.04 -0.02 0.05 0.291
H -10.15542 7.61688 -0.98911 0.09 0.00 0.00 0.247
C 2.65458 -10.58293 1.95748 0.33 -0.15 0.45 -0.756
C 2.22565 -11.05502 0.55172 -0.53 0.16 0.31 0.900
C 2.75244 -10.28357 -0.66491 0.18 -0.14 -0.32 0.030
F 2.32006 -9.00432 -0.67779 -0.07 0.13 0.28 -0.075
F 2.29587 -10.87317 -1.78949 -0.03 -0.07 0.09 -0.271
F 0.87968 -11.13729 0.49842 -0.01 0.12 -0.07 -0.252
F 2.70847 -12.31938 0.41672 0.24 0.03 -0.03 -0.324
O 1.72971 -9.79993 2.71274 -0.22 0.22 -0.64 -0.386
C 1.67439 -8.43366 2.62707 0.48 -0.57 0.24 0.769
C 0.30329 -7.96341 2.13686 -0.35 -0.08 -0.10 0.046
F 0.04169 -8.43155 0.90867 0.17 -0.03 -0.12 -0.157
F 0.30246 -6.60279 2.06657 -0.04 0.08 0.27 -0.175
F 2.67239 -7.92100 1.88130 -0.10 0.03 -0.18 -0.221
F 1.83695 -7.94052 3.87838 -0.09 0.10 0.00 -0.343
H 2.74241 -11.49855 2.53942 -0.10 -0.03 -0.03 0.395
H 3.65077 -10.14228 1.95405 -0.05 0.20 -0.21 0.328
H 3.84562 -10.29373 -0.68758 0.00 0.01 0.07 0.239
H -0.48660 -8.29340 2.81376 0.09 0.04 0.11 0.221
C -3.24263 -8.26522 -4.23614 -0.17 -0.34 0.47 -0.769
C -3.56747 -7.69217 -5.63082 0.20 0.46 0.36 0.935
C -2.80324 -8.24544 -6.83840 -0.11 -0.14 -0.31 0.047
F -1.48478 -7.99194 -6.75477 0.12 0.06 0.27 -0.209
F -3.26234 -7.64294 -7.95819 -0.09 0.03 0.07 -0.265
F -3.46615 -6.34503 -5.59612 0.11 0.00 -0.06 -0.260
F -4.87759 -7.98544 -5.86089 -0.01 -0.21 -0.04 -0.332
O -2.39055 -7.50771 -3.38043 0.25 0.30 -0.60 -0.339
C -1.02092 -7.64669 -3.38294 -0.51 -0.51 0.13 0.620
C -0.32470 -6.33445 -3.74660 0.09 0.37 -0.08 0.847
F -0.66029 -5.93154 -4.98589 -0.10 -0.15 -0.11 -0.252
F 1.02079 -6.51551 -3.72171 -0.04 -0.09 0.11 -0.179
F -0.61269 -8.66701 -4.15535 -0.01 0.12 -0.15 -0.323
F -0.65073 -7.94704 -2.11411 0.09 0.09 0.04 -0.165
H -4.19670 -8.25868 -3.71161 -0.02 0.09 -0.03 0.391
H -2.94238 -9.31128 -4.28374 0.22 0.04 -0.21 0.318
H -2.95883 -9.32335 -6.93609 -0.01 0.00 0.06 0.294
H -0.59262 -5.54886 -3.03601 -0.06 -0.17 0.02 -0.415
```
Positions in Å, forces in eV/Å.

Summary:
**Net charge**: +1
**Gap between HOMO and LUMO**: 8.5 eV
**Energy**: -220911.777 eV